No. 1
Formula: C21H31O3Ti
Source: OMol25
Level of theory: ωB97M-V with the def2-TZVPD basis set

Results
* net charge: -1
* <S²>: 2.18
* energy above the lowest of the compared OMol25 structures with the same formula, charge and spin: 0.0 kcal per mole
* total energy: -51531.338 eV
* multiplicity: 3
* highest occupied orbital energy (alpha / beta): -0.53 / -0.52 eV
* orbital gap (alpha / beta): 3.16 / 3.15 eV
* LUMO energy (alpha / beta): 0.097 / 0.096 Eh

The geometry in XYZ format:
```
56
Properties=species:S:1:pos:R:3:mulliken_charge:R:1
Ti -1.02 1.33 0.75 0.29
O -1.20 3.07 1.45 -0.86
O 0.91 -2.10 -2.08 -0.23
O 0.41 1.77 -0.54 0.40
C -0.99 0.26 3.41 -0.95
C 0.47 -0.26 1.69 0.45
C -2.73 1.32 -0.48 -0.71
C 2.65 1.75 -1.54 -0.69
C -0.26 1.58 3.12 0.31
C -2.00 0.21 -1.08 -1.02
C -2.88 -0.58 0.89 -0.80
C -0.48 -0.78 2.63 -0.33
C 0.72 1.10 2.07 -1.26
C 1.04 -3.50 -1.68 1.50
C 2.06 3.14 -1.71 -0.61
C 0.82 -3.94 -3.17 -0.87
C -2.25 -0.96 -0.31 0.63
C 1.68 0.95 -0.67 0.01
C 2.42 -3.67 -1.06 -1.70
C 0.42 -2.48 -3.40 -0.56
C -1.88 3.56 3.61 -1.53
C -3.10 0.84 0.85 -0.60
C -1.19 2.67 2.68 0.89
C 0.74 3.20 -0.94 -0.56
C -0.05 -3.93 -0.70 -1.47
H -3.02 2.28 -0.95 0.45
H 1.00 -0.87 0.93 0.01
H 3.63 1.77 -1.05 0.36
H -1.12 4.08 4.23 0.34
H 2.82 -4.70 -1.13 0.39
H -1.97 -1.96 -0.63 0.20
H 0.19 2.08 4.01 0.19
H 0.06 -4.98 -0.39 0.44
H 2.74 1.30 -2.53 0.24
H 0.87 3.79 -0.03 0.26
H -1.68 0.20 4.26 0.29
H -1.06 -3.83 -1.13 0.40
H 1.38 -0.02 -1.07 -0.25
H 2.73 3.93 -1.34 0.28
H 3.09 -2.96 -1.55 0.38
H 2.20 0.85 0.29 0.37
H -1.54 0.21 -2.07 0.46
H -3.21 -1.25 1.69 0.42
H -2.51 4.33 3.09 0.31
H 0.92 -1.86 -4.14 0.31
H 2.34 -3.40 0.01 0.37
H 1.88 3.25 -2.79 0.27
H 0.04 -3.31 0.22 0.09
H -0.76 -1.85 2.68 0.41
H -0.04 3.54 -1.62 0.31
H 0.06 -4.68 -3.39 0.30
H 1.75 -4.18 -3.68 0.32
H -3.56 1.45 1.63 0.53
H 1.62 1.71 1.89 0.28
H -0.66 -2.42 -3.53 0.25
H -2.45 2.95 4.32 0.27
```

No. 2
Formula: C2H3F3O
Source: OMol25
Level of theory: ωB97M-V with the def2-TZVPD basis set

Results
* energy above the lowest of the compared OMol25 structures with the same formula, charge and spin: 133.8 kcal per mole
* total energy: -12316.977 eV
* multiplicity: 1
* highest occupied orbital energy: -9.88 eV
* orbital gap: 9.85 eV
* LUMO energy: -0.001 Eh

The geometry in XYZ format:
```
9
Properties=species:S:1:pos:R:3:mulliken_charge:R:1
F -1.96 1.60 0.38 -0.18
F -3.80 -0.46 0.95 -0.14
F -1.70 0.64 -1.55 -0.21
O -2.71 -0.99 0.29 -0.36
C -0.19 0.25 0.28 -1.02
C -1.47 0.62 -0.25 0.93
H 0.64 0.27 -0.38 0.33
H -0.22 -0.73 0.69 0.33
H -0.02 0.98 1.05 0.31
```

No. 3
Formula: C5H14N3Sr
Source: OMol25
Level of theory: ωB97M-V with the def2-TZVPD basis set

Results
* net charge: -1
* total energy: -10712.668 eV
* multiplicity: 1
* highest occupied orbital energy (alpha / beta): 0.19 / 0.20 eV
* orbital gap (alpha / beta): 2.56 / 2.56 eV
* LUMO energy (alpha / beta): 0.101 / 0.101 Eh

The geometry in XYZ format:
```
23
Properties=species:S:1:pos:R:3:mulliken_charge:R:1
Sr -0.23 -0.02 -2.10 -2.64
N 0.31 -0.55 2.36 1.29
N 2.34 0.16 -2.31 0.66
N -0.18 0.20 0.35 -0.55
C -2.42 0.32 -2.42 0.15
C 0.94 -1.32 3.42 -1.36
C -0.64 0.45 2.52 0.05
C -0.94 0.91 1.26 -1.13
C 0.57 -0.68 1.04 0.65
H -3.23 0.87 -2.86 0.42
H 2.68 0.78 -1.56 0.09
H -1.63 1.69 0.94 0.46
H 2.64 0.56 -3.20 0.06
H -1.02 0.75 3.48 0.29
H 0.52 -1.01 4.38 0.23
H -2.14 0.86 -1.48 -0.02
H -1.53 0.39 -3.39 0.02
H 0.77 -2.40 3.27 0.40
H 2.82 -0.74 -2.19 0.10
H -2.72 -0.73 -2.25 0.11
H 2.03 -1.15 3.43 0.39
H -0.23 2.05 -3.32 -0.25
H 1.29 -1.39 0.63 -0.41
```

What is the formula in the third record?
C5H14N3Sr

Look up the multiplicity of the second one.
1

Look up the multiplicity of the second one.
1